Entry from OMol25: a 5-piece molecular cluster, C22H35FN2O21S7 overall in a non-equilibrium geometry (the ωB97M-V functional and the def2-TZVPD basis).

Last columns: bonded neighbours and bond lengths (Å).
Atoms and positions in Å:
1 S -3.7990 7.5569 1.0838  O2 1.500, O49 1.496, O51 1.695, O53 1.686
2 O -3.4548 9.0168 1.1217  S1 1.500
3 C -1.1106 6.9499 2.9891  C34 1.597, F38 1.437, C58 1.630, H75 1.156
4 H 0.8122 0.6485 -1.6726  C71 1.137
5 H -3.7077 3.5988 -1.6193  C39 1.139
6 H 3.7366 -0.1424 -6.7223  C65 1.094
7 H -4.9916 3.0843 5.8570  C36 1.147
8 S -0.7765 -5.5080 2.3186  O20 1.621, O24 1.621, O31 1.433, O50 1.433
9 O -3.7715 -5.1372 -1.5842  S16 1.622, C37 1.429
10 H 2.2428 -0.4030 -5.7851  C65 1.091
11 C 7.3126 -1.2303 -1.9243  C14 1.520, O19 1.429, H67 1.090, H88 1.094
12 H -0.6988 3.0042 -0.9401  C18 1.157
13 H 0.7653 5.6570 2.5604  C34 1.158
14 C 6.7461 -1.9637 -0.7193  C11 1.520, H40 1.094, H74 1.090, O76 1.428
15 H -4.4156 4.8852 0.3011  C66 1.155
16 S -3.5600 -5.5384 -3.1418  O9 1.622, O27 1.432, O46 1.624, O79 1.433
17 N 1.0045 -2.4252 0.1778  C43 1.466, C81 1.438
18 C -1.7815 2.6992 -0.6686  H12 1.157, C39 1.616, S56 1.858, H59 1.150
19 O 6.3458 -0.2287 -2.2451  C11 1.429, S55 1.621
20 O -0.6317 -5.2498 3.9127  S8 1.621, C64 1.428
21 H 3.0686 -2.3885 -7.4044  C86 1.090
22 H 0.1703 6.6704 1.0796  C34 1.156
23 C -2.5238 -7.1237 -1.5287  H28 1.090, C37 1.520, H44 1.094, O46 1.428
24 O 0.7293 -6.0460 2.0527  S8 1.621, C80 1.428
25 H 2.7957 -1.3622 -0.8333  C43 1.144
26 O 4.9495 -2.6472 -3.5816  S33 1.434
27 O -4.8450 -5.7029 -3.7512  S16 1.432
28 H -2.5301 -8.1666 -1.2120  C23 1.090
29 O 4.0312 -0.6729 -4.7625  S33 1.621, C65 1.428
30 H 1.9355 -4.7167 3.0415  C80 1.094
31 O -0.9198 -4.2379 1.6705  S8 1.433
32 O 6.4206 -1.2657 -5.0858  S33 1.432
33 S 5.1534 -1.8429 -4.7514  O26 1.434, O29 1.621, O32 1.432, O47 1.622
34 C 0.2623 6.6473 2.2322  C3 1.597, H13 1.158, H22 1.156, H42 1.142
35 N -0.5872 -0.8553 -0.5310  C71 1.472, C81 1.464, C84 1.482
36 C -3.9557 3.3137 5.4213  H7 1.147, O45 1.602, H62 1.138, C85 1.679
37 C -3.5253 -6.2774 -0.7594  O9 1.429, C23 1.520, H48 1.091, H52 1.094
38 F -0.8999 7.0590 4.4061  C3 1.437
39 C -2.8511 3.8839 -0.9245  H5 1.139, C18 1.616, C66 1.635, H77 1.156
40 H 5.9719 -2.6755 -1.0194  C14 1.094
41 H 0.9783 -5.2233 5.2260  C64 1.090
42 H 1.0023 7.4747 2.4990  C34 1.142
43 C 1.6745 -1.3842 -0.6068  N17 1.466, H25 1.144, C71 1.548
44 H -1.5110 -6.7210 -1.4330  C23 1.094
45 O -4.4867 3.0312 3.9368  C36 1.602, C85 1.512
46 O -2.9171 -7.0092 -2.8968  S16 1.624, C23 1.428
47 O 4.6114 -2.6700 -6.0375  S33 1.622, C86 1.428
48 H -3.1418 -5.9682 0.2137  C37 1.091
49 O -5.2387 7.2465 0.8220  S1 1.496
50 O -1.6885 -6.5934 2.1117  S8 1.433
51 O -2.6289 6.6702 0.2361  S1 1.695, C68 1.478
52 H -4.4709 -6.8103 -0.6244  C37 1.094
53 O -3.4566 6.8732 2.5859  S1 1.686, C58 1.450
54 H -2.1593 3.6700 2.9505  C63 1.145
55 S 5.5492 0.2079 -0.9021  O19 1.621, O61 1.435, O73 1.431, O76 1.622
56 S -2.2571 1.2459 -1.7238  C18 1.858, C84 1.876
57 H 0.4278 -6.8291 4.6825  C64 1.094
58 C -2.3362 5.9522 2.5899  C3 1.630, O53 1.450, C63 1.589, C68 1.627
59 H -1.8101 2.4082 0.4437  C18 1.150
60 H 2.3745 -6.4295 3.2661  C80 1.090
61 O 4.1518 -0.0396 -1.1135  S55 1.435
62 H -3.0178 2.7281 5.6899  C36 1.138
63 C -2.3314 4.6552 3.5079  H54 1.145, C58 1.589, H72 1.138, C85 1.720
64 C 0.6049 -5.7945 4.3755  O20 1.428, H41 1.090, H57 1.094, C80 1.521
65 C 3.2575 -0.7626 -5.9595  H6 1.094, H10 1.091, O29 1.428, C86 1.521
66 C -3.3856 4.4134 0.5266  H15 1.155, C39 1.635, C68 1.607, H82 1.145
67 H 7.4694 -1.8944 -2.7743  C11 1.090
68 C -2.2906 5.4735 1.0352  O51 1.478, C58 1.627, C66 1.607, H78 1.139
69 H 2.5881 -2.8157 -5.7421  C86 1.094
70 H -1.1921 -2.7099 0.7567  C81 1.139
71 C 0.6659 -0.3068 -1.0740  H4 1.137, N35 1.472, C43 1.548
72 H -1.6250 4.6755 4.4001  C63 1.138
73 O 6.0554 1.4707 -0.4577  S55 1.431
74 H 7.5158 -2.4843 -0.1493  C14 1.090
75 H -1.4541 7.9936 2.6297  C3 1.156
76 O 6.1291 -0.9497 0.0754  C14 1.428, S55 1.622
77 H -2.2804 4.7488 -1.4372  C39 1.156
78 H -1.2976 5.0379 0.6864  C68 1.139
79 O -2.5438 -4.6887 -3.6886  S16 1.433
80 C 1.5441 -5.7286 3.1814  O24 1.428, H30 1.094, H60 1.090, C64 1.521
81 C -0.3959 -2.0995 0.2168  N17 1.438, N35 1.464, H70 1.139
82 H -3.5380 3.5207 1.2265  C66 1.145
83 S -3.3086 -0.9771 0.0293  C84 1.687
84 C -1.9458 -0.2830 -0.6817  N35 1.482, S56 1.876, S83 1.687
85 C -3.9079 4.4115 4.1521  C36 1.679, O45 1.512, C63 1.720, H87 1.199
86 C 3.2877 -2.2327 -6.3481  H21 1.090, O47 1.428, C65 1.521, H69 1.094
87 H -4.6402 5.3583 4.2154  C85 1.199
88 H 8.2526 -0.7290 -1.6768  C11 1.094

E_HOMO   -0.30283 Eh
Calculated total energy   -147909.652 eV
SMILES   C[C@H](F)[C@@]1(C[C@@H]2CO2)OS(=O)(=O)O[C@@H]1CCCSC(=S)n1ccnc1.O=S1(=O)OCCO1.O=S1(=O)OCCO1.O=S1(=O)OCCO1.O=S1(=O)OCCO1